No. 1
{
  "formula": "C6H7I2N2O2",
  "method": "ωB97M-V with the def2-TZVPD basis set",
  "symbols": ["N", "C", "C", "C", "C", "I", "C", "I", "C", "N", "O", "O", "H", "H", "H", "H", "H", "H", "H"],
  "positions_angstrom": [[1.63, -0.34, 1.32], [0.90, -0.31, 0.08], [1.40, 0.36, -0.95], [0.52, 0.57, -2.05], [-0.79, 0.84, -1.92], [-2.06, 1.13, -3.59], [-0.45, -0.97, 0.13], [-0.55, -2.71, -1.06], [-1.47, -0.73, 1.01], [-1.45, 0.39, 1.86], [-2.44, 0.95, 2.20], [-0.32, 0.77, 2.27], [1.87, -1.29, 1.59], [0.86, 0.09, 2.07], [2.54, 0.09, 1.32], [2.42, 0.77, -1.18], [0.93, 0.37, -2.95], [-1.22, 1.24, -1.09], [-2.34, -1.21, 0.94]],
  "e_above_lowest_ev": 2.393,
  "smiles": "[NH3+]C(=C/C=C/I)/C(I)=C\\[N+](=O)[O-]",
  "charge": 1,
  "e_lumo_ev": -5.36,
  "total_energy_ev": -29599.2650
}

***

No. 2
{
  "formula": "C6H7LiO7Pd",
  "method": "ωB97M-V with the def2-TZVPD basis set",
  "symbols": ["O", "C", "C", "O", "C", "O", "O", "Li", "Pd", "H", "H", "H", "H", "O", "C", "C", "O", "O", "C", "H", "H", "H"],
  "positions_angstrom": [[-1.07, 1.40, -0.30], [-2.11, 2.37, 0.07], [-1.58, 1.50, 1.12], [2.40, 1.65, 0.74], [2.81, 0.50, 0.43], [1.70, -0.10, -0.31], [3.72, -0.20, 0.78], [-2.08, -0.21, -1.27], [0.81, 1.57, -0.61], [-3.07, 2.14, -0.38], [-1.78, 3.40, 0.02], [-2.14, 0.61, 1.40], [-0.94, 1.94, 1.88], [-0.78, -1.68, -0.71], [-0.59, -1.78, 0.64], [0.48, -1.87, -1.37], [-1.47, -1.81, 1.43], [0.72, -1.79, 0.90], [1.46, -1.47, -0.28], [0.53, -1.24, -2.26], [0.58, -2.93, -1.66], [2.41, -2.00, -0.25]],
  "e_above_lowest_ev": 0.000,
  "charge": 2,
  "e_lumo_ev": [-8.56, -11.19],
  "spin_multiplicity": 3,
  "total_energy_ev": -24331.7604
}

***

No. 3
{
  "formula": "C6H7N",
  "method": "ωB97M-V with the def2-TZVPD basis set",
  "symbols": ["C", "C", "C", "C", "C", "C", "N", "H", "H", "H", "H", "H", "H", "H"],
  "positions_angstrom": [[-1.89, -1.82, 0.24], [-1.48, -0.64, 0.67], [-0.22, 0.01, 0.27], [0.56, 0.91, 0.95], [1.57, 1.35, 0.07], [1.39, 0.70, -1.12], [0.31, -0.13, -0.98], [-1.28, -2.47, -0.37], [-2.88, -2.15, 0.53], [-2.04, -0.03, 1.37], [0.39, 1.29, 1.94], [2.39, 2.02, 0.26], [1.95, 0.70, -2.03], [-0.07, -0.59, -1.78]],
  "e_above_lowest_ev": 0.865,
  "smiles": "C=Cc1ccc[nH]1",
  "e_lumo_ev": 1.03,
  "total_energy_ev": -7824.7818
}

***

No. 4
{
  "formula": "C6H7N",
  "method": "ωB97M-V with the def2-TZVPD basis set",
  "symbols": ["C", "C", "C", "C", "C", "C", "N", "H", "H", "H", "H", "H", "H", "H"],
  "positions_angstrom": [[-1.88, -1.62, -0.34], [-1.81, -0.55, 0.13], [2.42, -0.90, 0.25], [-1.07, 0.66, 0.58], [-0.26, 1.37, -0.60], [0.77, 0.44, -0.92], [1.47, -0.21, -0.16], [-2.28, -2.54, -0.67], [3.50, -0.57, 0.38], [2.16, -1.86, 0.73], [-1.79, 1.29, 1.09], [-0.34, 0.45, 1.29], [-0.92, 1.73, -1.59], [0.02, 2.31, -0.19]],
  "e_above_lowest_ev": 5.848,
  "e_lumo_ev": 0.89,
  "total_energy_ev": -7819.7989
}

***

No. 5
{
  "formula": "C6H7N",
  "method": "ωB97M-V with the def2-TZVPD basis set",
  "symbols": ["C", "C", "C", "C", "N", "C", "C", "H", "H", "H", "H", "H", "H", "H"],
  "positions_angstrom": [[0.57, 1.20, 0.54], [1.09, 0.00, 0.79], [0.42, -1.07, -0.04], [-0.85, -1.33, 0.71], [-1.69, -0.68, 0.00], [-0.21, 1.18, -0.76], [-0.59, -0.29, -0.94], [0.57, 1.47, -1.46], [0.73, 2.12, 1.10], [1.77, -0.25, 1.60], [1.02, -1.89, -0.45], [-1.00, -1.73, 1.72], [-1.05, 1.87, -0.87], [-0.78, -0.61, -1.97]],
  "e_above_lowest_ev": 2.375,
  "e_lumo_ev": 1.09,
  "total_energy_ev": -7823.2718
}

***

No. 6
{
  "formula": "C6H7N",
  "method": "ωB97M-V with the def2-TZVPD basis set",
  "symbols": ["C", "C", "C", "C", "C", "C", "N", "H", "H", "H", "H", "H", "H", "H"],
  "positions_angstrom": [[-0.21, -1.56, -0.12], [2.07, -0.35, 0.39], [1.04, -0.92, -0.29], [-0.87, -0.35, -0.32], [1.60, 1.00, -0.04], [-2.20, 0.32, -0.12], [0.62, 0.38, -0.93], [-0.53, -2.36, 0.48], [2.85, -0.77, 1.05], [1.15, 1.42, 0.87], [2.33, 1.75, -0.60], [-3.14, -0.37, -0.23], [-2.43, 0.91, -0.90], [-2.26, 0.91, 0.77]],
  "e_above_lowest_ev": 6.254,
  "e_lumo_ev": 0.90,
  "total_energy_ev": -7819.3931
}